No. 1
Below is 12 unconnected molecules or ions with the total composition C43H77N5O19, with properties calculated with the ωB97M-V functional and the def2-TZVPD basis.

Each line ends with the Löwdin charge.
Geometry (Å):
1 O -3.335 0.115 3.248  0.099
2 C -4.212 -0.635 3.572  -0.484
3 O -4.272 -1.190 4.824  -0.011
4 C -5.594 -1.784 5.050  -0.123
5 C -6.044 -2.201 3.634  -0.138
6 C -5.428 -1.069 2.757  -0.058
7 H -6.274 -1.006 5.342  0.113
8 H -5.385 -2.556 5.816  0.137
9 H -7.106 -2.319 3.512  0.101
10 H -5.606 -3.191 3.375  0.123
11 H -6.142 -0.244 2.708  0.124
12 H -5.163 -1.244 1.717  0.127
13 O 1.953 4.888 -1.682  0.094
14 C 2.548 3.862 -1.463  -0.481
15 O 1.924 2.840 -0.798  -0.030
16 C 2.769 1.623 -0.800  -0.111
17 C 4.173 2.118 -1.250  -0.125
18 C 3.954 3.502 -1.961  -0.053
19 H 2.252 1.023 -1.538  0.108
20 H 2.739 1.222 0.210  0.103
21 H 4.582 1.356 -1.887  0.087
22 H 4.797 2.239 -0.368  0.104
23 H 3.892 3.395 -3.044  0.117
24 H 4.701 4.243 -1.705  0.109
25 O -1.496 2.762 -1.720  0.090
26 C -2.021 3.846 -1.709  -0.445
27 O -3.311 4.073 -2.025  0.021
28 C -3.565 5.492 -2.031  -0.152
29 C -2.465 6.163 -1.219  -0.148
30 C -1.328 5.207 -1.391  -0.065
31 H -4.618 5.553 -1.686  0.129
32 H -3.581 5.823 -3.094  0.132
33 H -2.773 6.301 -0.178  0.099
34 H -2.260 7.122 -1.698  0.121
35 H -0.685 5.111 -0.549  0.101
36 H -0.706 5.452 -2.254  0.130
37 O -3.717 -1.865 -2.757  0.107
38 C -3.074 -2.783 -3.194  -0.485
39 O -2.356 -3.633 -2.394  0.011
40 C -1.756 -4.683 -3.157  -0.154
41 C -2.313 -4.625 -4.579  -0.128
42 C -3.040 -3.283 -4.593  -0.072
43 H -1.958 -5.644 -2.650  0.131
44 H -0.671 -4.515 -3.180  0.109
45 H -2.986 -5.444 -4.731  0.104
46 H -1.480 -4.660 -5.255  0.101
47 H -4.061 -3.297 -4.953  0.130
48 H -2.475 -2.579 -5.216  0.100
49 O -2.204 -5.832 3.631  0.115
50 C -1.744 -4.732 3.575  -0.487
51 O -2.108 -3.859 2.549  -0.019
52 C -1.331 -2.638 2.615  -0.146
53 C -0.830 -2.597 4.032  -0.141
54 C -0.822 -4.042 4.515  -0.078
55 H -2.068 -1.884 2.330  0.107
56 H -0.613 -2.711 1.757  0.125
57 H -1.520 -1.992 4.675  0.126
58 H 0.197 -2.203 4.048  0.109
59 H -1.183 -4.153 5.539  0.132
60 H 0.172 -4.479 4.362  0.129
61 O 1.964 -5.145 -2.463  0.145
62 C 1.639 -5.475 -1.391  -0.480
63 O 1.446 -6.813 -1.099  -0.004
64 C 0.828 -6.999 0.198  -0.125
65 C 0.605 -5.566 0.778  -0.114
66 C 1.475 -4.664 -0.120  -0.052
67 H 1.500 -7.611 0.762  0.110
68 H -0.052 -7.574 -0.077  0.122
69 H 0.801 -5.654 1.855  0.110
70 H -0.428 -5.267 0.646  0.106
71 H 2.525 -4.558 0.223  0.137
72 H 1.065 -3.694 -0.389  0.091
73 O 4.834 -3.108 -0.256  0.101
74 C 4.385 -2.998 -1.363  -0.458
75 O 4.846 -3.671 -2.464  0.016
76 C 4.199 -3.314 -3.657  -0.158
77 C 3.058 -2.263 -3.289  -0.127
78 C 3.313 -2.007 -1.792  -0.075
79 H 3.779 -4.217 -4.090  0.110
80 H 4.953 -2.907 -4.319  0.115
81 H 2.043 -2.610 -3.501  0.082
82 H 3.253 -1.335 -3.875  0.103
83 H 2.409 -2.102 -1.146  0.093
84 H 3.755 -1.008 -1.693  0.111
85 C 3.251 -0.514 5.804  0.000
86 C 3.015 -0.296 4.317  -0.571
87 O 2.661 0.768 3.882  0.048
88 N 3.299 -1.315 3.455  0.006
89 C 3.300 -1.133 2.014  -0.061
90 H 2.803 0.371 6.253  0.082
91 H 4.276 -0.666 6.141  0.080
92 H 2.728 -1.447 6.044  0.074
93 H 3.611 -2.183 3.857  0.128
94 H 3.864 -0.233 1.703  0.097
95 H 2.283 -1.087 1.632  0.047
96 H 3.703 -2.047 1.593  0.067
97 C -2.595 3.715 1.715  0.022
98 C -2.121 5.117 2.101  -0.560
99 O -0.942 5.403 2.120  0.037
100 N -3.086 5.973 2.488  0.024
101 C -4.547 5.726 2.503  -0.062
102 H -1.796 3.112 1.259  0.074
103 H -3.384 3.796 0.977  0.067
104 H -3.022 3.141 2.550  0.092
105 H -2.814 6.848 2.866  0.126
106 H -5.106 6.660 2.531  0.086
107 H -4.845 4.990 3.226  0.077
108 H -4.870 5.327 1.549  0.065
109 C -0.704 1.431 -4.891  -0.005
110 C -0.566 0.020 -5.487  -0.554
111 O -1.547 -0.656 -5.685  0.047
112 N 0.669 -0.458 -5.762  0.020
113 C 0.901 -1.815 -6.253  -0.058
114 H -1.450 1.430 -4.134  0.052
115 H -1.011 2.146 -5.665  0.089
116 H 0.198 1.867 -4.424  0.081
117 H 1.461 0.049 -5.417  0.119
118 H 0.590 -1.827 -7.276  0.080
119 H 0.351 -2.570 -5.685  0.076
120 H 1.936 -2.108 -6.157  0.073
121 C 4.778 6.608 1.993  -0.002
122 C 3.981 5.389 1.646  -0.539
123 O 4.345 4.630 0.759  0.036
124 N 2.951 5.112 2.466  0.022
125 C 2.049 4.019 2.345  -0.051
126 H 5.771 6.246 2.235  0.084
127 H 4.460 7.104 2.903  0.067
128 H 4.771 7.316 1.142  0.100
129 H 2.858 5.794 3.217  0.138
130 H 1.017 4.314 2.202  0.062
131 H 2.100 3.349 3.195  0.078
132 H 2.467 3.443 1.544  0.061
133 C -0.536 -0.741 -2.211  0.032
134 C -0.113 -0.622 -0.771  -0.511
135 O 0.660 -1.470 -0.318  -0.033
136 N -0.613 0.415 -0.046  0.066
137 C 0.002 0.783 1.257  -0.034
138 H -1.606 -0.859 -2.295  0.072
139 H 0.034 -1.587 -2.636  0.088
140 H -0.256 0.166 -2.768  0.065
141 H -1.192 1.100 -0.538  0.101
142 H -0.776 0.891 2.029  0.077
143 H 0.433 1.789 1.152  0.071
144 H 0.751 0.074 1.591  0.049

Cartesian forces, eV/Å:
O 0.0 -0.3 0.1
C -0.5 0.2 0.3
O -0.4 0.4 -0.5
C 1.1 -0.3 -1.1
C 1.4 -1.0 -0.5
C -0.3 -0.2 0.9
H -0.2 0.4 0.9
H -0.7 0.4 -0.6
H -0.5 0.2 0.1
H -0.1 0.6 0.1
H 0.1 0.3 0.2
H 0.1 -0.5 0.1
O 0.3 -0.3 0.2
C -0.5 0.4 -0.1
O 1.3 0.1 -0.3
C -0.3 2.2 -0.4
C -0.6 0.3 0.1
C -0.9 -1.8 1.0
H 0.2 -0.7 0.1
H 0.0 -0.2 -0.2
H 0.5 -0.2 -0.4
H 0.1 0.1 -0.1
H 0.0 0.0 -0.1
H -0.2 0.1 0.2
O -0.6 0.2 0.0
C 1.1 0.9 0.1
O 0.5 -0.3 0.1
C -1.5 -0.3 -0.8
C -0.8 0.5 -0.4
C -0.4 -1.3 -0.7
H 0.7 0.4 0.1
H 0.2 -0.2 0.6
H 0.2 0.0 -0.2
H 0.0 0.1 0.4
H 0.6 -0.1 0.6
H 0.1 -0.1 0.0
O 0.6 -0.3 0.0
C -0.5 -0.5 0.8
O -0.3 0.6 0.0
C 0.6 -0.4 0.4
C -0.3 0.5 0.9
C 0.6 0.2 -1.1
H 0.1 0.5 -0.2
H -0.2 -0.1 0.2
H -0.3 -0.5 -0.3
H 0.1 -0.1 -0.6
H -0.1 -0.1 -0.2
H -0.3 0.2 0.2
O 0.1 -0.2 0.1
C -1.3 0.6 -1.4
O 0.4 -1.3 0.9
C -0.9 -0.7 -1.7
C 0.6 1.1 0.8
C 0.4 0.3 -0.2
H 0.5 0.3 0.3
H 0.0 0.3 1.1
H 0.7 -0.3 -0.6
H -0.5 0.3 0.3
H 0.3 -0.2 -0.1
H -0.2 -0.1 0.4
O 0.7 1.1 -2.5
C -0.6 -2.1 2.9
O 0.0 1.0 -0.3
C -0.1 0.8 -1.5
C 0.0 -0.8 -0.2
C 0.5 -0.7 0.1
H 0.4 -0.3 0.6
H -0.4 0.1 0.7
H 0.2 0.7 -0.3
H -0.3 0.0 0.1
H -0.5 0.2 0.1
H -0.1 0.1 0.4
O 0.1 -0.6 -0.4
C -0.2 0.7 -0.9
O 0.4 -0.1 1.8
C -1.5 0.5 -0.2
C 1.2 0.1 -0.3
C -0.4 -0.2 -0.2
H 0.0 0.0 -0.1
H 0.1 0.2 -0.2
H 0.3 -0.2 0.0
H -0.3 -0.6 0.4
H 0.8 0.3 -0.5
H -0.2 -0.2 0.4
C -0.8 -0.5 -0.5
C 1.5 -0.8 -0.4
O -0.7 1.4 -0.3
N 0.0 0.0 0.9
C -0.2 -0.3 0.1
H 0.0 -0.3 0.4
H 0.1 0.3 -0.4
H -0.2 0.3 0.5
H 0.1 0.0 -0.2
H -0.2 -0.5 0.2
H 0.0 0.3 -0.1
H 0.4 0.1 -0.3
C 0.1 -0.1 -0.3
C 0.0 -1.6 0.3
O 0.3 0.5 -0.1
N -2.0 0.1 0.1
C 0.8 0.0 -1.2
H -0.1 0.5 0.4
H -0.3 0.0 -0.2
H 0.2 0.3 0.0
H 0.6 0.5 0.2
H 0.3 0.0 0.7
H -0.2 0.0 0.7
H 0.1 -0.3 -0.4
C 1.2 0.3 -0.8
C 0.2 0.7 0.6
O -0.9 -0.5 -0.4
N 0.8 -0.1 0.4
C -0.5 0.3 0.6
H -0.8 -0.2 0.5
H 0.0 -0.3 0.0
H -0.1 -0.5 -0.3
H 0.1 0.2 0.0
H -0.1 -0.5 -0.7
H -0.3 0.2 0.0
H 0.4 0.4 -0.1
C 0.1 0.5 -0.2
C 0.0 -1.0 0.4
O -0.1 0.0 -0.6
N 0.3 2.0 1.0
C 0.2 -0.8 0.3
H 0.4 0.1 -0.4
H -0.4 0.2 0.0
H 0.2 -0.4 0.5
H -0.4 -0.5 -0.4
H 0.0 0.2 -0.3
H 0.0 0.0 0.5
H -0.4 -0.4 -0.8
C 0.7 0.3 -0.3
C -0.2 0.1 0.1
O -0.1 0.3 0.6
N 0.8 -0.6 0.2
C -1.2 1.0 -0.4
H -0.2 -0.1 -0.1
H -0.6 0.3 0.1
H -0.1 -0.2 0.3
H 0.5 -0.2 0.3
H 0.2 -0.3 -0.2
H 0.2 -0.3 0.0
H -0.1 0.0 -0.3

Calculated values
Orbital gap: 9.472 eV
Multiplicity: 1
Structure (SMILES): O=C1CCCO1.O=C1CCCO1.O=C1CCCO1.O=C1CCCO1.O=C1CCCO1.O=C1CCCO1.O=C1CCCO1.CNC(C)=O.CNC(C)=O.CNC(C)=O.CNC(C)=O.CNC(C)=O
Charge: 0

=====

No. 2
Below is 11 unconnected molecules or ions with the total composition C43H81N3O9, with properties calculated with the ωB97M-V functional and the def2-TZVPD basis.

Each line ends with the Löwdin charge.
Geometry (Å):
1 N -3.049 4.215 -1.022  0.016
2 C -2.376 4.532 -2.191  -0.114
3 C -2.530 3.466 -3.020  -0.128
4 C -3.312 2.493 -2.361  -0.118
5 C -3.621 2.968 -1.118  -0.136
6 H -3.195 4.834 -0.242  0.114
7 H -1.808 5.449 -2.185  0.110
8 H -2.128 3.395 -4.039  0.091
9 H -3.718 1.642 -2.849  0.086
10 H -4.164 2.584 -0.255  0.099
11 N 3.327 -1.004 -2.704  0.034
12 C 4.587 -1.215 -3.105  -0.163
13 C 4.810 -2.547 -3.263  -0.114
14 C 3.612 -3.177 -2.947  -0.118
15 C 2.694 -2.221 -2.553  -0.118
16 H 2.842 -0.152 -2.516  0.095
17 H 5.208 -0.362 -3.298  0.111
18 H 5.734 -3.003 -3.459  0.080
19 H 3.399 -4.215 -2.876  0.078
20 H 1.660 -2.261 -2.255  0.088
21 C -5.210 -0.915 -0.062  -0.157
22 C -6.443 -0.145 -0.584  -0.140
23 C -6.616 1.012 0.498  -0.153
24 O -5.346 1.075 1.180  -0.198
25 C -4.865 -0.240 1.288  -0.222
26 H -4.471 -0.798 -0.845  0.092
27 H -5.308 -1.959 0.199  0.098
28 H -7.361 -0.701 -0.772  0.095
29 H -6.218 0.221 -1.625  0.108
30 H -7.362 0.649 1.251  0.126
31 H -6.768 2.004 0.095  0.109
32 H -5.423 -0.829 2.061  0.127
33 H -3.823 -0.266 1.642  0.099
34 C -0.322 0.030 -5.287  -0.162
35 C 0.952 -0.315 -6.027  -0.166
36 C 1.472 1.073 -6.514  -0.216
37 O 1.170 1.977 -5.460  -0.132
38 C -0.196 1.562 -5.048  -0.163
39 H -0.454 -0.533 -4.358  0.081
40 H -1.177 -0.225 -5.915  0.105
41 H 0.839 -0.993 -6.867  0.104
42 H 1.731 -0.746 -5.383  0.102
43 H 0.885 1.339 -7.385  0.104
44 H 2.561 1.117 -6.800  0.135
45 H -1.032 2.044 -5.555  0.102
46 H -0.279 1.796 -3.984  0.074
47 C 5.015 -1.492 0.589  -0.162
48 C 5.263 -0.843 1.938  -0.155
49 C 5.257 -2.022 2.929  -0.249
50 O 4.496 -3.020 2.343  -0.145
51 C 4.974 -2.982 0.965  -0.172
52 H 5.834 -1.352 -0.132  0.112
53 H 4.070 -1.190 0.124  0.083
54 H 4.413 -0.212 2.238  0.078
55 H 6.170 -0.193 1.983  0.123
56 H 4.746 -1.793 3.907  0.130
57 H 6.260 -2.358 3.093  0.104
58 H 4.204 -3.609 0.453  0.127
59 H 5.962 -3.399 0.791  0.113
60 C -1.423 -4.484 1.705  -0.149
61 C -1.588 -4.409 3.235  -0.150
62 C -2.722 -3.423 3.439  -0.212
63 O -2.796 -2.631 2.266  -0.156
64 C -2.442 -3.489 1.174  -0.196
65 H -1.581 -5.503 1.375  0.106
66 H -0.450 -4.154 1.383  0.098
67 H -0.679 -4.046 3.692  0.087
68 H -1.759 -5.403 3.642  0.109
69 H -2.467 -2.811 4.296  0.110
70 H -3.664 -3.902 3.668  0.114
71 H -2.048 -2.872 0.362  0.098
72 H -3.351 -4.023 0.839  0.124
73 C -1.902 5.322 2.527  -0.155
74 C -3.230 4.602 2.725  -0.147
75 C -2.846 3.152 3.165  -0.165
76 O -1.497 3.304 3.641  -0.147
77 C -0.911 4.172 2.718  -0.237
78 H -1.778 6.137 3.224  0.108
79 H -1.839 5.676 1.504  0.091
80 H -3.869 4.671 1.842  0.092
81 H -3.807 5.064 3.497  0.096
82 H -2.854 2.410 2.361  0.087
83 H -3.506 2.698 3.939  0.133
84 H -0.719 3.696 1.684  0.132
85 H 0.081 4.435 3.106  0.124
86 C 4.415 4.250 0.581  -0.142
87 C 3.356 3.215 0.085  -0.132
88 C 2.891 2.594 1.436  -0.200
89 O 3.145 3.543 2.459  -0.146
90 C 3.755 4.672 1.891  -0.235
91 H 4.645 5.059 -0.143  0.115
92 H 5.373 3.744 0.744  0.109
93 H 3.610 2.403 -0.556  0.092
94 H 2.500 3.741 -0.340  0.107
95 H 3.464 1.710 1.696  0.100
96 H 1.825 2.477 1.373  0.094
97 H 4.379 5.046 2.683  0.110
98 H 2.988 5.481 1.732  0.126
99 C 0.342 -1.171 3.924  -0.148
100 C 0.072 0.210 4.617  -0.109
101 C 1.437 0.965 4.472  -0.139
102 O 2.242 0.164 3.593  -0.174
103 C 1.836 -1.144 3.724  -0.277
104 H -0.107 -1.222 2.932  0.087
105 H 0.059 -1.994 4.585  0.104
106 H -0.271 0.039 5.629  0.100
107 H -0.721 0.759 4.103  0.080
108 H 1.999 1.108 5.413  0.125
109 H 1.357 1.923 3.952  0.103
110 H 2.338 -1.556 4.640  0.133
111 H 2.200 -1.767 2.903  0.117
112 C -0.727 -4.963 -3.508  -0.127
113 C -0.728 -3.395 -3.906  -0.128
114 C -1.166 -2.814 -2.544  -0.178
115 O -0.484 -3.650 -1.526  -0.196
116 C -0.189 -4.924 -2.063  -0.228
117 H -0.144 -5.680 -4.114  0.108
118 H -1.810 -5.288 -3.508  0.117
119 H -1.310 -3.081 -4.761  0.103
120 H 0.316 -3.093 -3.977  0.087
121 H -2.246 -2.894 -2.340  0.115
122 H -0.874 -1.785 -2.381  0.092
123 H -0.678 -5.686 -1.457  0.108
124 H 0.897 -5.056 -1.984  0.113
125 C 0.186 1.182 -1.354  -0.310
126 O 1.082 0.960 -2.174  -0.018
127 N 0.071 0.659 -0.123  -0.135
128 C -1.175 0.798 0.682  -0.017
129 C 1.022 -0.344 0.420  -0.016
130 H -0.563 1.909 -1.652  0.117
131 H -1.634 -0.208 0.774  0.082
132 H -1.851 1.435 0.114  0.063
133 H -0.883 1.127 1.723  0.094
134 H 0.704 -1.405 0.349  0.103
135 H 2.009 -0.256 -0.021  0.069
136 H 1.120 -0.177 1.488  0.053

Cartesian forces, eV/Å:
N 0.1 -0.1 -0.1
C -0.3 0.1 1.5
C 0.5 0.2 -1.3
C -0.3 0.1 -0.1
C 0.0 0.7 0.6
H 0.2 -0.1 -0.1
H 0.0 -0.1 -0.5
H -0.2 0.0 0.7
H -0.1 -0.8 0.0
H 0.0 -0.1 -0.5
N -1.2 -1.2 0.5
C 0.8 1.4 -0.4
C -0.1 0.3 0.2
C -1.6 -0.2 1.0
C 0.7 0.5 -0.7
H -0.2 0.8 0.0
H 0.3 0.0 0.0
H 0.9 -0.5 -0.5
H 0.1 -0.7 -0.2
H 0.0 -0.2 0.1
C 0.2 0.3 0.4
C 0.1 1.0 -0.5
C 0.8 -1.8 0.1
O -0.3 0.5 -0.1
C -0.4 -0.9 0.1
H 0.6 -0.1 0.2
H -0.4 -0.4 -0.5
H 0.0 -0.2 0.7
H 0.0 0.2 1.2
H 0.2 0.7 -0.7
H -0.5 0.0 0.0
H 0.1 0.6 -0.3
H -0.3 0.2 -0.5
C 0.0 0.2 0.1
C 1.7 0.4 -0.2
C 0.4 -0.6 0.0
O -1.9 -0.8 0.0
C 0.8 -0.4 0.9
H 0.2 0.2 -0.1
H -0.1 0.3 0.0
H -0.2 -0.1 -0.1
H -0.3 0.0 0.1
H -0.1 0.3 -0.5
H -1.1 -0.1 0.6
H 0.5 0.6 -0.5
H 0.2 0.1 -0.3
C 0.2 -0.8 -0.7
C -0.3 1.2 0.9
C -0.7 1.3 1.6
O 0.8 -0.5 -1.7
C -2.3 -0.7 -0.2
H -0.4 0.2 0.2
H 0.3 0.0 0.1
H 0.3 0.0 -0.3
H -0.6 -0.7 0.0
H 0.8 0.0 -0.8
H 0.8 -0.4 0.4
H 0.8 0.6 -0.2
H 0.2 -0.4 0.6
C 0.0 0.2 0.3
C 0.3 -0.5 -0.5
C 0.4 0.1 0.6
O 0.3 -0.1 -0.1
C -0.8 -0.2 -0.1
H -0.1 -0.1 -0.4
H 0.5 -0.1 0.0
H 0.2 0.2 0.1
H -0.3 0.0 0.2
H -0.2 0.6 0.0
H -0.5 -0.3 -0.2
H -0.2 -0.1 0.1
H 0.2 0.2 -0.1
C 0.1 -0.7 -0.5
C -0.5 -0.7 0.0
C -0.3 0.0 0.3
O -0.8 -0.7 -0.1
C 1.4 0.2 -1.2
H 0.2 0.2 0.2
H 0.2 0.4 -0.1
H 0.1 -0.4 0.0
H -0.3 0.3 0.6
H 0.0 0.3 -0.4
H 0.7 0.7 -0.2
H -0.4 0.2 1.3
H -0.3 0.2 -0.1
C 0.1 -0.6 -0.7
C -0.4 0.7 1.7
C 0.4 0.7 -0.7
O -0.1 -0.2 0.0
C -0.6 1.3 0.1
H -0.5 -0.3 0.5
H -0.1 0.0 0.3
H 0.7 -0.2 -0.8
H 0.1 0.0 -0.2
H -0.4 -0.4 -0.1
H -0.6 -0.8 0.2
H 0.8 0.4 0.0
H 0.4 -0.6 -0.2
C 0.0 0.8 0.2
C 0.4 -0.2 -0.8
C 0.0 -0.2 -0.1
O -0.1 1.2 -0.5
C 1.0 -1.9 1.5
H -0.5 -0.2 0.3
H -0.2 0.0 -0.4
H 0.2 0.2 0.3
H 0.1 0.0 0.1
H -0.4 -0.1 -0.2
H -0.2 0.1 0.4
H -0.3 0.0 -0.4
H 0.0 0.3 -0.2
C -1.0 0.9 -0.2
C 0.7 -1.6 2.1
C 0.0 -1.3 0.5
O -0.7 1.5 -0.7
C -0.1 -0.1 -0.4
H -0.3 0.7 0.0
H 1.1 0.1 0.0
H -0.1 -0.2 -0.1
H 0.1 0.1 -0.6
H 0.1 0.0 -0.3
H 0.3 0.2 0.0
H 0.0 -0.1 0.1
H -0.1 -0.2 -0.3
C 1.0 -0.1 -0.7
O -0.1 -0.4 0.8
N -0.2 -1.1 0.8
C 1.3 -0.7 0.0
C -0.3 0.0 0.0
H -0.7 0.2 0.4
H 0.1 0.4 0.0
H -0.1 0.3 0.5
H -0.6 0.0 -1.1
H -0.2 0.6 -0.5
H -0.1 0.2 -0.2
H 0.1 0.4 0.1

Calculated values
Orbital gap: 8.540 eV
Multiplicity: 1
Structure (SMILES): c1cc[nH]c1.c1cc[nH]c1.CN(C)C=O.C1CCOC1.C1CCOC1.C1CCOC1.C1CCOC1.C1CCOC1.C1CCOC1.C1CCOC1.C1CCOC1
Charge: 0

=====

Number 1: E_LUMO 0.44 eV. Number 2: E_LUMO 0.66 eV.